No. 1
20
Properties=species:S:1:pos:R:3:forces:R:3 method="wB97M-V/def2-TZVPD" homo_ha=-0.483 relative_energy_kcal_mol=53.3 mol_weight_g_mol=127.17 total_energy_ha=-419.67191 total_charge=+1
C 1.6302 -0.3289 -0.0337 0.02 0.54 0.18
C 1.3317 0.1876 1.2230 0.91 -2.52 -1.85
C -0.3491 0.7237 -0.0738 2.05 -0.22 -0.21
C 2.1838 -0.1886 2.3549 0.08 2.22 2.57
C -1.2005 1.0769 -1.2110 -3.30 0.28 -1.39
C -0.2314 0.0794 -2.0550 1.81 1.62 -0.33
N 0.5884 0.1127 -0.8186 -0.98 -0.03 1.89
N 0.0806 0.7882 1.1975 1.49 -0.40 -0.26
O -3.0599 -1.5589 -1.1151 -0.26 0.29 1.83
H 2.4897 -0.9474 -0.3869 -1.03 0.83 0.43
H 2.7202 0.7117 2.7166 0.25 -0.18 -0.52
H 1.6465 -0.3567 3.3241 0.17 -0.90 -1.07
H 2.9509 -0.9027 2.0676 -0.39 -0.24 0.25
H -3.0549 -1.4738 -0.1071 -0.37 -0.37 -2.20
H -2.3582 0.9503 -1.1721 2.20 -0.70 -0.02
H -1.1687 2.1460 -1.4366 0.72 -0.12 -0.40
H 0.4302 0.3330 -2.9473 -1.41 0.52 1.02
H -0.4851 -0.9313 -2.1817 -1.41 -1.10 -0.25
H -0.1550 1.2742 2.0403 -1.18 0.42 -0.10
H -3.9894 -1.6953 -1.3850 0.64 0.05 0.42

***

No. 2
20
Properties=species:S:1:pos:R:3:forces:R:3 method="wB97M-V/def2-TZVPD" homo_ha=-0.531 relative_energy_kcal_mol=108.8 mol_weight_g_mol=127.17 total_energy_ha=-419.58344 total_charge=+1
C -1.9014 0.2162 0.7519 0.73 2.74 2.37
C 0.8995 -0.3249 -0.7104 0.95 1.42 0.89
C 1.4584 0.3067 0.4421 0.53 2.44 -2.15
C 0.9537 0.2531 -2.0096 -1.90 -2.49 -0.85
C 1.3454 0.4761 2.6820 1.65 2.71 2.95
C -2.3258 -1.0423 -1.3283 0.88 0.44 1.16
N 1.2170 -0.2235 1.5514 -1.11 -2.10 -1.16
N -1.6284 -0.3322 -0.2519 -0.49 -2.78 -2.16
O -1.8196 0.9590 1.6452 -0.70 -0.36 0.73
H 0.4139 -1.2381 -0.5907 -0.33 -1.57 0.40
H 1.8985 1.3723 0.3497 -0.65 -1.57 0.00
H 0.0002 0.7375 -2.2171 -0.68 -0.16 -0.01
H 0.9626 -0.6371 -2.7095 0.47 1.39 0.15
H 1.5827 1.0584 -2.1075 2.18 1.42 -0.49
H 1.3492 1.6018 2.6851 0.06 -0.95 -0.57
H 0.6849 0.1355 3.4186 -1.46 -0.51 1.01
H 2.2748 0.1602 3.1693 0.47 -0.06 -0.10
H -3.3153 -0.6922 -1.4270 -1.10 0.48 -0.20
H -1.7079 -0.6640 -2.0861 0.11 -0.37 -2.20
H -2.3422 -2.1225 -1.2574 0.40 -0.10 0.24

***

No. 3
21
Properties=species:S:1:pos:R:3:forces:R:3 method="wB97M-V/def2-TZVPD" homo_ha=-0.521 relative_energy_kcal_mol=74.4 mol_weight_g_mol=143.17 total_energy_ha=-494.89968 total_charge=+1 smiles="O=C1C[NH2+][C@@]2(O)CCCN12"
O -2.8969 0.9448 -0.0066 -0.02 1.04 -0.43
C -1.9094 0.2833 0.0299 0.42 -1.37 1.30
C -1.9388 -1.2312 -0.0498 -0.86 -0.05 1.74
N -0.6434 -1.6008 -0.6792 2.75 -0.25 1.90
C 0.3913 -0.6963 0.0615 -1.42 2.60 1.65
O 0.8035 -1.3805 1.1711 -0.07 0.23 0.92
C 1.6228 -0.0158 -0.5782 -3.51 1.86 -1.23
C 1.6030 1.4126 0.1882 -3.87 -3.40 -3.74
C 0.1409 1.7740 0.2369 -1.16 -1.74 -0.85
N -0.6395 0.5127 0.4960 3.66 -0.23 -1.78
H -2.0594 -1.5052 1.1186 0.62 -0.19 -3.02
H -2.7425 -1.5523 -0.6652 -0.73 -0.59 -0.23
H -0.3242 -2.5753 -0.3816 -0.59 1.12 -1.34
H -0.5299 -1.3051 -1.6765 -0.59 -1.10 0.71
H 1.3084 -0.7434 1.7533 -0.75 -1.12 -0.77
H 1.5404 -0.0824 -1.7142 0.03 1.11 1.30
H 2.4954 -0.4763 -0.3610 2.50 -2.03 0.88
H 2.0522 1.4762 1.0802 1.66 -0.57 3.48
H 2.0423 2.0824 -0.4019 2.10 2.75 -2.45
H -0.0038 2.4236 1.0014 -0.67 1.93 2.51
H -0.3124 2.2548 -0.6226 0.49 0.01 -0.57

***

No. 4
22
Properties=species:S:1:pos:R:3:forces:R:3 method="wB97M-V/def2-TZVPD" homo_ha="-0.300 / -0.300" relative_energy_kcal_mol=129.0 mol_weight_g_mol=174.14 total_energy_ha=-836.35359 total_charge=0
C 1.9355 0.5033 -0.6404 -0.77 -0.61 -1.98
C -0.3884 0.3140 1.4721 1.16 -1.54 -2.36
C -2.2693 -0.2598 -1.0282 0.32 -1.65 2.00
C -1.4053 -0.9209 -1.9915 0.06 -1.96 1.13
C 1.6685 1.2817 0.5899 2.34 -1.20 1.67
C 1.0916 0.4110 1.7398 -1.22 2.31 0.50
N 2.0386 -0.7534 -0.5076 0.43 -0.99 -1.38
N -0.6875 -0.9112 0.9591 1.67 0.83 1.77
O -1.0695 1.3165 1.3411 -0.79 0.53 1.00
O -1.8565 -1.3410 0.6639 -3.08 0.68 -2.88
P -2.9651 1.0896 -0.4513 -0.06 0.23 -0.96
H 1.9452 0.9881 -1.6948 0.17 -0.38 1.82
H -1.5968 -1.9967 -2.1925 -0.35 0.25 0.97
H -1.5753 -0.6152 -2.9713 0.24 1.64 -1.73
H -0.3857 -0.8831 -1.6086 0.19 0.30 -0.53
H 1.0402 2.1140 0.4485 -0.32 1.28 -0.20
H 2.7145 1.4994 0.9616 -1.03 0.74 -0.46
H 1.0360 1.0108 2.6678 0.92 -0.22 -0.26
H 1.6189 -0.5002 1.8587 0.33 -0.75 0.21
H 2.2072 -1.2771 -1.4054 -0.12 0.94 1.00
H 0.0401 -1.5995 0.9967 0.40 -0.28 -0.05
H -3.1368 0.5297 0.7925 -0.50 -0.15 0.71

***

No. 5
22
Properties=species:S:1:pos:R:3:forces:R:3 method="wB97M-V/def2-TZVPD" homo_ha="-0.461 / -0.461" relative_energy_kcal_mol=62.0 mol_weight_g_mol=175.23 total_energy_ha=-893.01568 total_charge=+1
C 0.3490 -0.0500 2.3654 -1.40 3.99 -0.01
C -0.0574 1.2772 1.9899 0.61 -3.78 0.45
C 0.7576 0.1709 0.2316 0.53 -0.83 -3.72
C -0.8635 2.3255 2.6729 2.02 0.41 -1.90
C -1.1795 -1.0590 -1.6177 -0.60 -0.95 -0.28
C -0.1802 -1.6414 -2.6182 0.20 0.20 -0.25
N 0.7832 -0.6682 1.2602 0.58 0.07 -1.70
N 0.2003 1.3114 0.6252 -0.30 1.11 0.59
O 1.8935 0.1812 -3.2937 0.03 0.09 0.26
O 2.5585 -1.7762 -1.8038 -0.82 1.04 -0.73
S 1.6156 -0.8434 -2.3584 -0.93 -1.46 2.05
H 0.5813 -0.4874 3.2779 -0.40 -0.47 1.71
H -1.1781 1.8418 3.5753 -1.18 0.44 0.35
H -0.1213 3.1131 2.9082 -0.82 0.09 0.15
H -1.5365 2.6782 1.8250 0.00 -0.21 1.98
H -0.8141 -0.0572 -1.4099 -0.87 0.33 -0.15
H -2.2903 -1.1543 -1.9638 2.21 0.39 0.35
H -1.0777 -1.5919 -0.6615 -0.23 0.07 -0.34
H -0.3431 -1.3354 -3.6619 0.04 -0.06 0.35
H 0.0142 -2.7258 -2.5447 0.12 0.60 0.04
H 0.9490 -1.6640 1.1467 0.43 0.46 0.24
H -0.0607 2.1550 0.0556 0.77 -1.55 0.55

***

No. 6
21
Properties=species:S:1:pos:R:3:forces:R:3 method="wB97M-V/def2-TZVPD" homo_ha=-0.440 relative_energy_kcal_mol=109.9 mol_weight_g_mol=159.23 total_energy_ha=-817.73964 total_charge=+1
C 0.0913 1.8600 0.9525 0.26 0.27 0.03
C 2.2238 -0.4783 -1.1579 -1.65 -0.86 0.52
C -0.3487 -0.4161 0.1058 -1.17 -0.12 -1.12
C 3.2673 -1.1328 -1.9725 2.64 0.12 2.67
C -0.7562 3.6386 2.4193 4.54 3.32 -0.62
C 0.2863 3.0241 1.5018 -3.94 -2.24 0.35
N 0.0325 0.7774 0.4249 -0.34 -0.17 0.05
N -2.3691 -3.0891 -0.7057 0.64 1.05 -1.22
O -1.5639 -0.7915 0.1500 1.86 -0.04 0.23
S 0.8815 -1.4874 -0.7397 0.78 0.34 -0.15
H 3.4153 -2.2224 -2.1689 -0.41 0.62 0.69
H 4.2731 -0.6021 -1.5442 -2.08 -1.52 -1.18
H 3.1539 -0.6964 -2.9081 -0.12 1.21 -2.01
H -0.3315 3.5799 3.4174 -0.60 -0.29 0.30
H -0.7260 4.7347 2.1790 -0.23 -0.75 0.31
H -1.7007 3.3419 2.2595 -3.21 -1.53 -0.20
H 1.2640 3.2360 1.5148 3.56 1.54 0.14
H -1.6165 -3.6978 -0.9809 0.79 -0.35 0.55
H -2.4940 -2.5612 -1.5776 -1.28 -0.66 -0.23
H -2.0593 -2.1767 -0.1881 0.50 -0.35 0.98
H -3.1281 -3.6627 -0.3625 -0.53 0.41 -0.10

***

No. 7
20
Properties=species:S:1:pos:R:3:forces:R:3 method="wB97M-V/def2-TZVPD" homo_ha="-0.472 / -0.472" relative_energy_kcal_mol=113.2 mol_weight_g_mol=143.24 total_energy_ha=-742.52905 total_charge=+1
C 1.8079 -1.8722 0.2579 -1.05 -0.01 -0.12
C 2.2284 -0.8905 -0.6878 -2.64 0.32 -0.09
C 0.5133 -1.8783 0.6513 0.59 -1.32 1.34
C -1.3080 -0.3097 -0.7025 1.38 -1.14 -0.36
C -0.5529 -0.8547 0.4992 0.33 1.19 -0.55
C -2.5494 0.4725 -0.6580 -0.23 -1.31 2.69
N -0.0738 0.3432 -0.3176 -1.62 0.10 1.82
N 1.5706 2.3014 0.2487 4.44 -0.66 -1.19
S 1.2493 0.2910 -1.2100 1.94 0.33 -0.42
H 2.4663 -2.6910 0.5534 -0.12 0.49 0.00
H 3.1061 -0.9024 -1.2190 2.18 -0.21 -1.04
H 0.3709 -2.6673 1.3965 -0.75 0.22 -0.33
H -1.2064 -0.7601 -1.6467 0.25 -1.40 -0.84
H -1.0264 -0.5631 1.4565 0.46 -0.11 -0.52
H -3.0406 0.3666 -1.5668 -1.54 -0.70 -1.23
H -2.3319 1.4782 -0.6232 0.61 2.40 0.48
H -3.0817 0.1850 0.2771 -0.36 0.35 -1.04
H 2.4107 2.0551 0.8641 -2.31 0.87 -0.64
H 0.7017 2.5820 0.5928 -0.96 0.64 1.11
H 1.9380 2.8719 -0.5290 -0.59 -0.04 0.92

***

No. 8
20
Properties=species:S:1:pos:R:3:forces:R:3 method="wB97M-V/def2-TZVPD" homo_ha="-0.468 / -0.479" relative_energy_kcal_mol=139.8 mol_weight_g_mol=143.24 total_energy_ha=-742.48663 total_charge=+1
C -0.0952 1.9775 -0.0979 0.67 -2.24 -0.08
C -1.1280 0.9324 -0.0276 1.27 0.78 1.54
C 2.0166 0.5285 0.9191 -0.96 -1.70 1.04
C -2.4919 1.4777 0.0354 -3.62 -3.76 -1.46
C -1.6277 -1.4507 0.1300 4.64 0.06 -1.20
C 2.8658 -1.1912 -0.5602 3.25 0.35 -1.36
N -0.7533 -0.2768 0.1775 0.20 0.16 -1.04
N 2.4689 -0.6491 0.7173 0.06 -0.25 0.76
S 1.5547 1.8039 -0.0922 -0.18 0.85 0.05
H -0.4307 2.9592 -0.2334 -0.07 1.44 -0.47
H -2.8456 2.2684 0.6044 0.81 2.36 1.03
H -3.0247 1.5847 -0.9799 0.93 -0.34 1.36
H -3.0698 0.6808 0.6417 0.49 0.77 -1.39
H -2.6111 -1.3069 -0.0555 -3.37 0.38 0.68
H -1.3162 -1.9784 -0.7903 0.12 0.34 -0.15
H -1.1626 -2.1428 0.8126 -1.07 -0.26 1.02
H 3.7351 -1.9669 -0.3784 -1.91 1.54 -0.57
H 2.0556 -1.5813 -1.1288 -0.78 -0.71 -0.10
H 3.2638 -0.3102 -1.1865 -0.32 -1.50 0.94
H 2.5963 -1.3587 1.4927 -0.15 1.73 -0.59

***

No. 9
20
Properties=species:S:1:pos:R:3:forces:R:3 method="wB97M-V/def2-TZVPD" homo_ha=-0.521 relative_energy_kcal_mol=94.5 mol_weight_g_mol=143.24 total_energy_ha=-742.55890 total_charge=+1
C 0.4470 0.1028 0.2510 4.55 -4.27 0.88
C 2.2519 -0.8570 0.7098 -0.05 -0.03 1.16
C -1.7475 -0.1477 0.8216 -1.29 0.12 0.37
C -1.0307 -0.3227 -1.6377 2.77 1.78 -2.47
C -0.8563 1.9953 -0.3802 3.31 -0.32 0.71
C -0.8107 0.4817 -0.2989 0.49 -1.22 0.11
N 1.0672 -1.3021 0.4929 -3.89 2.57 -1.55
N 3.2369 -1.6307 1.1168 0.09 0.10 -0.25
S 1.9513 0.9147 0.7376 -0.48 0.75 -0.68
H -1.1825 -0.7425 1.5635 -0.42 0.15 -0.38
H -2.2791 0.6792 1.3969 0.57 -1.15 -0.92
H -2.4574 -0.8271 0.2665 0.60 0.78 1.02
H -0.6890 0.3763 -2.5448 -0.42 -1.48 1.99
H -2.0348 -0.4924 -1.8553 -1.95 -0.10 0.21
H -0.5206 -1.3028 -1.7980 -0.11 0.88 0.76
H -1.4114 2.2653 -1.1934 -1.43 1.14 -2.01
H 0.1935 2.5174 -0.3997 -1.82 -1.11 -0.41
H -1.2720 2.2986 0.5195 -1.06 1.10 1.47
H 2.9464 -2.5895 1.3384 0.47 0.38 -0.41
H 4.1980 -1.4169 0.8935 0.06 -0.06 0.41

***

No. 10
20
Properties=species:S:1:pos:R:3:forces:R:3 method="wB97M-V/def2-TZVPD" homo_ha=-0.470 relative_energy_kcal_mol=27.9 mol_weight_g_mol=143.24 total_energy_ha=-742.66492 total_charge=+1 smiles=Cc1[nH]cc([C@@H](C)S)[nH+]1
C 2.7442 1.0119 1.4932 0.86 2.14 -0.72
C 1.4671 0.6271 0.9612 -1.16 -0.59 3.03
N 0.5165 0.1978 1.8538 1.22 0.98 -1.94
C -0.5782 -0.2412 1.1220 0.50 -0.20 0.70
C -0.2056 -0.1049 -0.1889 -3.21 -0.85 -2.76
C -0.9588 -0.6241 -1.5585 0.92 -0.40 1.40
C -2.3434 -1.1715 -1.1132 0.29 0.44 -1.31
S -1.1211 0.4984 -3.0138 2.46 -1.21 0.17
N 1.0232 0.4951 -0.2623 -0.06 -0.75 -0.08
H 2.5616 1.8379 2.2803 0.93 -1.27 -1.35
H 3.2097 0.1268 1.8683 0.45 -0.40 0.76
H 3.3391 1.2894 0.5951 0.10 0.55 1.07
H 0.6657 0.2806 2.8661 -0.40 -0.21 -0.76
H -1.3974 -0.6394 1.7389 0.21 0.17 -1.17
H -0.2772 -1.4376 -1.8897 -0.50 0.47 -0.02
H -2.3644 -0.8463 -0.1087 -1.21 0.10 0.98
H -3.1296 -0.6968 -1.7362 0.35 -0.35 0.72
H -2.4965 -2.2507 -1.1534 0.40 0.10 -0.12
H -2.1978 1.0354 -2.6135 -1.87 1.10 0.73
H 1.5430 0.6121 -1.1406 -0.29 0.17 0.67

***

No. 11
20
Properties=species:S:1:pos:R:3:forces:R:3 method="wB97M-V/def2-TZVPD" homo_ha="-0.476 / -0.476" relative_energy_kcal_mol=73.8 mol_weight_g_mol=143.24 total_energy_ha=-742.59178 total_charge=+1
C 0.4587 -0.2186 1.4955 0.50 -1.28 3.77
C 1.4098 -0.6015 0.6150 -1.60 1.59 -1.29
C 0.7882 0.2577 -1.7260 -0.16 0.88 -1.22
C -0.9095 -0.0523 1.4821 -1.31 0.47 -0.35
C 1.7013 0.7381 -2.8293 0.22 1.51 -1.35
C -1.5798 0.8067 2.5925 0.88 -0.42 -3.46
N 1.4871 -0.3481 -0.7036 2.68 -0.71 0.99
N -0.4330 0.4434 -1.5876 -1.59 -0.33 -0.01
S -1.9030 -0.7832 0.2428 0.06 0.94 2.32
H 0.8930 -0.3603 2.5926 -1.10 0.83 -2.19
H 2.2995 -0.8842 1.0895 1.38 -0.67 -0.02
H 2.6012 1.2738 -2.3585 -1.37 -0.51 -0.78
H 1.1338 1.4455 -3.5703 1.08 -1.16 1.72
H 2.1140 -0.0412 -3.4834 -0.14 -0.14 0.43
H -1.7660 1.7693 2.1249 0.14 0.32 -0.11
H -1.0576 0.9539 3.4723 1.46 0.02 1.54
H -2.5086 0.4184 2.7854 -2.29 -1.00 0.75
H 2.4633 -0.3642 -0.9338 0.38 -0.43 -0.48
H -1.0478 0.6743 -2.3767 1.01 0.55 0.19
H -2.9775 -0.3207 0.9211 -0.24 -0.46 -0.44

***

No. 12
20
Properties=species:S:1:pos:R:3:forces:R:3 method="wB97M-V/def2-TZVPD" homo_ha="-0.343 / -0.513" relative_energy_kcal_mol=24.6 mol_weight_g_mol=143.24 s2=2.007 total_energy_ha=-742.48736 spin_multiplicity=3 total_charge=+1
C -2.7078 1.5881 0.5960 0.01 7.96 0.29
C -1.8883 2.6381 0.0677 -5.61 -1.27 3.39
C -2.1580 0.4123 0.3020 1.06 -5.87 -0.91
C -0.8499 2.2126 -0.6619 4.21 -3.54 -1.93
C -0.9102 0.6472 -0.5854 -2.21 -0.19 -1.77
C 0.2365 -0.2296 -0.1968 0.64 -1.62 -1.39
N 1.0356 0.0801 0.7943 -0.20 -0.56 -1.23
N 3.0289 -2.9379 0.0096 0.46 2.04 0.12
S 0.3700 -1.6952 -1.1237 0.34 1.47 0.71
H -3.5821 1.9621 1.1430 0.23 -1.11 -0.13
H -2.2709 3.5839 0.2164 -0.13 2.19 0.01
H -2.7595 -0.5696 0.3556 1.48 1.50 -0.23
H -0.2343 2.6817 -1.4390 -0.49 0.00 0.57
H -1.2852 0.3083 -1.6374 1.16 0.06 1.29
H 0.6385 0.6783 1.4317 -0.77 2.31 1.70
H 1.9275 -0.2707 1.0722 0.19 -0.85 -0.31
H 3.1449 -2.4272 0.9566 0.08 -2.51 -1.92
H 3.7453 -2.5860 -0.6418 -0.38 -0.14 0.62
H 2.9616 -3.9484 -0.1703 0.08 0.64 1.40
H 1.5574 -2.1281 -0.4886 -0.15 -0.51 -0.28